Here is a molecular structure, C31H43F9O4S3SiYb in a non-equilibrium geometry from the Open Molecules 2025 dataset. Energies are from ωB97M-V with the def2-TZVPD basis set.

Element x y z (Å)
Yb -0.47 0.85 0.08
C 0.23 -1.35 3.58
C 1.19 -1.41 2.43
C 2.00 -0.32 2.10
C 2.90 -0.40 1.04
C 3.85 0.74 0.76
C 2.99 -1.58 0.32
C 2.19 -2.67 0.63
C 2.29 -3.95 -0.15
C 1.30 -2.57 1.68
H 0.24 -2.29 4.13
H -0.77 -1.19 3.20
H 0.49 -0.55 4.27
H 1.99 0.56 2.72
H 3.38 1.69 0.97
H 4.18 0.73 -0.27
H 4.73 0.64 1.40
H 3.71 -1.65 -0.49
H 1.33 -4.45 -0.14
H 3.04 -4.60 0.30
H 2.57 -3.75 -1.18
H 0.66 -3.41 1.91
C 2.33 -1.45 -3.40
C 1.29 -0.35 -3.18
C 0.47 -0.13 -4.46
C 2.00 0.95 -2.78
O 0.42 -0.69 -2.10
Si -0.67 -1.95 -2.05
S -1.20 -1.81 -0.03
O -1.87 -1.88 -3.16
C -3.16 -1.28 -3.23
C -3.08 0.20 -2.88
C -4.11 -1.99 -2.27
C -3.62 -1.46 -4.68
O 0.14 -3.29 -2.53
C -0.34 -4.49 -3.09
C -1.57 -4.99 -2.33
C 0.79 -5.53 -2.99
C -0.68 -4.27 -4.57
H 2.92 -1.24 -4.29
H 1.83 -2.40 -3.52
H 2.99 -1.51 -2.54
H 1.11 0.21 -5.27
H -0.29 0.62 -4.26
H -0.02 -1.06 -4.73
H 2.86 1.14 -3.42
H 2.35 0.85 -1.75
H 1.32 1.79 -2.84
H -2.71 0.29 -1.86
H -4.07 0.66 -2.93
H -2.41 0.72 -3.55
H -3.71 -1.95 -1.26
H -4.25 -3.03 -2.55
H -5.07 -1.48 -2.28
H -2.91 -0.97 -5.35
H -4.59 -1.00 -4.82
H -3.67 -2.51 -4.94
H -1.33 -5.06 -1.27
H -1.88 -5.96 -2.71
H -2.37 -4.27 -2.45
H 0.99 -5.77 -1.96
H 1.70 -5.13 -3.44
H 0.49 -6.43 -3.52
H -1.43 -3.48 -4.65
H -1.07 -5.18 -5.01
H 0.21 -3.96 -5.12
S -3.04 1.34 0.49
C -3.38 2.66 -0.63
C -4.65 3.23 -0.54
C -5.05 4.26 -1.36
C -4.16 4.76 -2.31
C -2.91 4.21 -2.42
C -2.49 3.16 -1.60
S -0.87 2.54 -1.90
H -5.32 2.83 0.21
H -6.04 4.68 -1.26
H -4.46 5.58 -2.95
H -2.21 4.58 -3.15
F 2.65 4.56 1.87
C 1.97 3.79 2.71
F 1.62 4.56 3.75
F 2.83 2.88 3.18
C 0.72 3.13 2.04
O 1.01 2.21 1.13
C -0.15 2.50 3.19
F 0.57 2.07 4.23
F -1.09 3.29 3.70
F -0.78 1.40 2.70
C -0.12 4.25 1.37
F 0.49 4.74 0.30
F -0.41 5.30 2.16
F -1.29 3.71 0.98

The expectation value of S² is 0.7509. The spin multiplicity is 2. The total energy comes out at -5050.0440 Eh. As for the total charge: -1. As for the gap between HOMO and LUMO (spin up / spin down): 0.2494 / 0.2440 hartree.

Atom-resolved charges from Löwdin, all expressed in e:
1. Yb 1.28
2. C -0.05
3. C -0.31
4. C -0.04
5. C -0.27
6. C -0.04
7. C -0.02
8. C -0.28
9. C -0.04
10. C -0.09
11. H 0.08
12. H 0.07
13. H 0.07
14. H 0.10
15. H 0.05
16. H 0.07
17. H 0.09
18. H 0.11
19. H 0.07
20. H 0.09
21. H 0.07
22. H 0.11
23. C -0.02
24. C -0.62
25. C -0.02
26. C -0.04
27. O -0.26
28. Si -0.14
29. S 0.33
30. O -0.16
31. C -0.63
32. C -0.07
33. C -0.03
34. C -0.03
35. O -0.16
36. C -0.64
37. C -0.02
38. C -0.03
39. C -0.02
40. H 0.09
41. H 0.06
42. H 0.07
43. H 0.09
44. H 0.06
45. H 0.08
46. H 0.09
47. H 0.07
48. H 0.00
49. H -0.01
50. H 0.10
51. H 0.06
52. H 0.04
53. H 0.07
54. H 0.09
55. H 0.08
56. H 0.08
57. H 0.08
58. H 0.09
59. H 0.09
60. H 0.06
61. H 0.07
62. H 0.08
63. H 0.08
64. H 0.06
65. H 0.08
66. H 0.09
67. S 0.50
68. C -0.72
69. C -0.15
70. C -0.12
71. C -0.12
72. C -0.15
73. C -0.69
74. S 0.57
75. H 0.08
76. H 0.09
77. H 0.09
78. H 0.08
79. F 0.18
80. C -0.55
81. F 0.16
82. F 0.16
83. C -0.35
84. O -0.23
85. C -0.52
86. F 0.16
87. F 0.18
88. F 0.05
89. C -0.57
90. F 0.16
91. F 0.16
92. F 0.09